Below is a structure of composition C6H10N3O at a distorted geometry, with properties calculated with ωB97M-V with the def2-TZVPD basis set.

Structure (ORCA input):
```
! RIJCOSX wB97M-V def2-TZVPD def2/J DEFGRID3
* xyz 1 1
C -2.3403 -1.4550 -0.5146
C -1.2266 -1.1786 0.2515
C -2.5539 -0.6822 -1.6707
C -0.3963 -0.1335 -0.1632
C 2.2039 -0.3560 0.6966
C 1.1303 0.6925 0.8022
N -1.7577 0.2956 -2.0154
N -0.7278 0.5344 -1.2444
N 1.3046 1.8342 0.0372
O 0.5986 0.9435 2.0172
H -3.0383 -2.2313 -0.2419
H -1.0062 -1.7361 1.1486
H -3.3934 -0.8544 -2.3282
H 1.8973 -1.2939 1.1536
H 2.4608 -0.5438 -0.3414
H 3.0964 0.0013 1.2117
H -0.1335 1.3355 -1.4998
H 0.9615 2.6766 0.4751
H 2.2038 1.9451 -0.4033
H 0.7167 0.2061 2.6293
*
```

Computed properties:
HOMO-LUMO gap = 9.441 eV
Energy = -12894.0942 eV
E_HOMO = -13.7 eV